1.
This record from the OMol25 dataset describes 11 unconnected molecules or ions with the total composition C28H56Br14N4O2 in a non-equilibrium geometry. The level of theory is ωB97M-V with the def2-TZVPD basis set.

Cartesian coordinates (Å):
1 C 2.430 9.632 -9.640
2 N 2.032 10.916 -9.126
3 C 1.054 10.869 -8.051
4 C 2.520 12.053 -9.661
5 O 2.182 13.172 -9.323
6 H 1.653 9.147 -10.246
7 H 2.654 8.902 -8.861
8 H 3.297 9.712 -10.297
9 H 0.851 11.875 -7.703
10 H 0.144 10.396 -8.423
11 H 1.464 10.262 -7.241
12 H 3.272 11.868 -10.443
13 C 2.182 13.669 -1.368
14 N 0.959 12.881 -1.480
15 C -0.053 13.100 -0.468
16 C 0.799 11.990 -2.472
17 O -0.176 11.291 -2.686
18 H 1.950 14.733 -1.334
19 H 2.747 13.523 -2.295
20 H 2.865 13.439 -0.550
21 H -0.821 12.332 -0.537
22 H 0.363 13.021 0.538
23 H -0.520 14.078 -0.585
24 H 1.597 12.096 -3.224
25 Br 3.521 22.003 -8.462
26 C 3.657 20.048 -8.704
27 C 2.490 19.490 -7.927
28 Br 2.358 17.545 -8.244
29 H 4.600 19.673 -8.312
30 H 3.611 19.809 -9.761
31 H 1.548 19.883 -8.296
32 H 2.586 19.589 -6.854
33 Br 5.668 14.547 -6.104
34 C 5.186 14.998 -7.972
35 C 5.749 16.369 -8.244
36 Br 5.345 16.874 -10.129
37 H 4.102 15.037 -7.992
38 H 5.546 14.219 -8.630
39 H 6.830 16.413 -8.142
40 H 5.313 17.158 -7.642
41 Br -2.193 17.755 -5.174
42 C -2.713 19.428 -6.071
43 C -1.424 20.142 -6.390
44 Br -1.771 21.920 -7.223
45 H -3.472 19.893 -5.455
46 H -3.186 19.157 -7.014
47 H -0.752 19.566 -7.019
48 H -0.834 20.410 -5.517
49 Br -0.184 16.615 -1.851
50 C 0.591 17.728 -0.425
51 C 1.591 18.674 -1.060
52 Br 2.377 19.860 0.262
53 H 0.960 17.019 0.313
54 H -0.267 18.164 0.086
55 H 1.147 19.301 -1.824
56 H 2.340 18.014 -1.495
57 Br 4.746 15.983 -2.500
58 C 5.921 17.523 -2.403
59 C 5.117 18.753 -2.023
60 Br 6.308 20.287 -1.708
61 H 6.371 17.668 -3.381
62 H 6.704 17.346 -1.671
63 H 4.595 18.621 -1.080
64 H 4.394 19.018 -2.790
65 Br 4.201 11.415 -3.368
66 C 5.024 10.252 -4.694
67 C 4.644 10.761 -6.067
68 Br 5.384 9.595 -7.454
69 H 4.543 9.278 -4.602
70 H 6.072 10.157 -4.443
71 H 5.101 11.727 -6.267
72 H 3.570 10.884 -6.169
73 Br 4.562 20.679 -5.194
74 C 3.832 22.095 -4.054
75 C 2.346 21.935 -3.958
76 Br 1.670 23.463 -2.942
77 H 4.092 23.059 -4.489
78 H 4.442 22.029 -3.157
79 H 2.020 21.001 -3.512
80 H 1.926 21.974 -4.961
81 C 1.857 14.071 -5.963
82 C 2.052 15.413 -5.299
83 C 0.829 16.343 -5.301
84 C 1.151 17.723 -4.978
85 N 1.355 18.809 -4.669
86 H 1.479 14.107 -6.990
87 H 1.280 13.367 -5.361
88 H 2.811 13.579 -6.189
89 H 2.920 15.895 -5.758
90 H 2.373 15.315 -4.258
91 H 0.188 15.976 -4.496
92 H 0.257 16.258 -6.223
93 C -2.412 14.238 -3.933
94 C -3.796 13.811 -4.436
95 C -3.806 12.341 -4.876
96 C -2.722 12.070 -5.832
97 N -1.858 11.895 -6.565
98 H -2.137 13.783 -2.977
99 H -2.214 15.300 -3.803
100 H -1.636 13.876 -4.615
101 H -4.122 14.484 -5.228
102 H -4.489 13.989 -3.612
103 H -4.730 12.163 -5.426
104 H -3.663 11.677 -4.026

The spin multiplicity is 1. The value obtained for the electronic energy is -1020595.9341 eV. The largest force on an atom comes out at 1.5 eV Å⁻¹. The calculation puts the HOMO energy at -9.3 eV. The lowest unoccupied orbital energy comes out at 0.218 eV.

Löwdin atomic charge list, values in e, 4 entries:
1. C -0.106
2. N -0.189
3. C -0.041
4. C -0.333

2.
This record from the OMol25 dataset describes 9 unconnected molecules or ions with the total composition C28H56BrN12O17 in a non-equilibrium geometry. The level of theory is ωB97M-V with the def2-TZVPD basis set.

Cartesian coordinates (Å):
1 C 3.177 -4.557 -1.067
2 C 4.048 -3.917 0.163
3 C 3.759 -2.325 0.123
4 C 4.812 -1.523 -0.835
5 C 6.062 -1.146 0.119
6 N 4.099 -0.272 -1.258
7 C 3.457 0.050 -2.494
8 N 2.954 1.371 -2.185
9 C 2.138 2.255 -3.067
10 C 0.659 2.506 -2.485
11 C -0.018 1.232 -1.785
12 N -1.021 1.715 -0.796
13 C -1.297 0.735 0.284
14 C -2.544 -0.227 0.058
15 C -2.751 -1.361 1.139
16 C -3.968 -2.351 1.063
17 C -5.036 -2.267 -0.080
18 C -4.794 -1.163 -1.178
19 C -3.579 -0.184 -1.091
20 O -3.457 0.780 -2.140
21 C 3.315 1.729 -0.832
22 C 3.007 3.015 0.054
23 C 2.270 2.465 1.407
24 C 3.313 2.056 2.565
25 Br 3.021 3.278 4.125
26 N 4.058 0.650 -0.246
27 H 3.707 -5.500 -1.441
28 H 3.097 -3.733 -1.866
29 H 2.126 -4.755 -0.662
30 H 5.157 -4.186 0.101
31 H 3.589 -4.345 1.135
32 H 3.705 -1.862 1.182
33 H 2.685 -2.210 -0.299
34 H 5.091 -2.189 -1.720
35 H 5.704 -0.815 1.167
36 H 6.637 -2.128 0.300
37 H 6.718 -0.327 -0.340
38 H 3.363 -0.592 -3.425
39 H 2.051 1.827 -4.138
40 H 2.689 3.262 -3.185
41 H 0.695 3.449 -1.843
42 H -0.007 2.768 -3.395
43 H -0.517 0.585 -2.601
44 H 0.709 0.542 -1.227
45 H -0.717 2.590 -0.333
46 H -0.393 0.061 0.557
47 H -1.510 1.347 1.246
48 H -2.042 -1.523 2.019
49 H -4.140 -3.152 1.858
50 H -5.950 -2.936 -0.160
51 H -5.532 -1.047 -2.036
52 H -2.829 0.440 -2.828
53 H 3.978 3.548 0.332
54 H 2.241 3.725 -0.430
55 H 1.696 1.501 1.123
56 H 1.535 3.232 1.823
57 H 3.230 0.959 2.899
58 H 4.387 2.184 2.153
59 C -9.243 -0.682 -1.041
60 N -8.449 -1.924 -0.856
61 O -7.507 -2.109 -1.610
62 O -8.797 -2.675 0.042
63 H -8.821 -0.115 -1.870
64 H -10.269 -0.976 -1.259
65 H -9.183 -0.112 -0.115
66 C -8.350 -5.427 0.864
67 N -7.548 -6.665 1.044
68 O -6.607 -6.839 0.287
69 O -7.890 -7.421 1.941
70 H -7.933 -4.857 0.037
71 H -9.375 -5.726 0.647
72 H -8.292 -4.859 1.792
73 C -5.162 -7.834 3.494
74 N -4.025 -6.906 3.258
75 O -2.979 -7.389 2.857
76 O -4.223 -5.721 3.484
77 H -4.845 -8.847 3.254
78 H -5.437 -7.755 4.546
79 H -5.980 -7.522 2.847
80 C 6.001 4.614 -2.672
81 N 4.799 5.489 -2.714
82 O 3.729 4.992 -2.374
83 O 4.963 6.635 -3.083
84 H 5.705 3.628 -2.327
85 H 6.406 4.564 -3.683
86 H 6.711 5.066 -1.985
87 C 8.277 3.648 1.123
88 N 7.983 3.912 -0.311
89 O 8.511 4.886 -0.822
90 O 7.229 3.129 -0.876
91 H 8.954 4.417 1.489
92 H 7.331 3.677 1.663
93 H 8.739 2.663 1.187
94 C -1.425 5.164 -3.476
95 N -1.992 6.265 -4.297
96 O -2.345 7.275 -3.711
97 O -2.061 6.075 -5.500
98 H -1.423 5.469 -2.431
99 H -2.056 4.287 -3.621
100 H -0.409 4.983 -3.827
101 C -8.863 1.804 2.994
102 N -9.875 1.212 2.080
103 O -10.728 0.498 2.576
104 O -9.774 1.488 0.892
105 H -9.074 1.476 4.011
106 H -7.883 1.454 2.671
107 H -8.942 2.888 2.914
108 C 7.644 -0.567 4.107
109 N 8.323 -0.105 2.867
110 O 8.644 1.072 2.808
111 O 8.511 -0.940 1.998
112 H 7.545 0.277 4.788
113 H 6.665 -0.951 3.822
114 H 8.262 -1.348 4.548

The spin multiplicity is 1. The value obtained for the electronic energy is -152638.4689 eV. The largest force on an atom comes out at 6.3 eV Å⁻¹. Its total charge is +1. The calculation puts the HOMO energy at -10.2 eV. The lowest unoccupied orbital energy comes out at -3.297 eV.

Löwdin atomic charge list, values in e, 4 entries:
1. C -0.118
2. C -0.227
3. C -0.186
4. C -0.260

3.
This record from the OMol25 dataset describes 6 unconnected molecules or ions with the total composition C28H56ClN2O15S5 in a non-equilibrium geometry. The level of theory is ωB97M-V with the def2-TZVPD basis set.

Cartesian coordinates (Å):
1 C 0.562 -2.594 0.298
2 C -0.504 -3.033 -0.868
3 Cl 0.287 -4.482 -1.777
4 C -0.852 -1.868 -1.968
5 N -1.395 -0.581 -1.387
6 C -0.726 0.458 -0.466
7 C -1.829 1.652 -0.164
8 N -3.108 1.317 -0.901
9 C -2.775 0.007 -1.581
10 C -4.089 -0.576 -2.425
11 C -5.168 -1.057 -1.240
12 C -6.623 -0.306 -0.982
13 C -7.537 -0.902 0.280
14 C -6.979 -2.167 1.211
15 C -5.535 -2.912 0.931
16 C -4.628 -2.338 -0.311
17 H -0.065 -2.367 1.267
18 H 1.279 -1.721 -0.026
19 H 1.245 -3.528 0.537
20 H -1.451 -3.485 -0.336
21 H -1.680 -2.330 -2.692
22 H 0.105 -1.682 -2.653
23 H 0.387 0.402 -0.038
24 H -1.768 2.614 0.502
25 H -4.036 1.792 -0.963
26 H -3.774 -1.528 -3.030
27 H -4.589 0.261 -3.109
28 H -6.993 0.610 -1.640
29 H -8.585 -0.425 0.581
30 H -7.617 -2.565 2.127
31 H -5.087 -3.798 1.562
32 H -3.571 -2.832 -0.547
33 O 2.990 -2.228 -1.503
34 S 4.150 -2.968 -1.958
35 O 4.981 -3.727 -1.049
36 O 5.101 -1.974 -2.832
37 C 5.543 -0.760 -2.243
38 C 6.662 -1.001 -1.247
39 C 3.656 -4.035 -3.287
40 H 4.707 -0.227 -1.778
41 H 5.918 -0.127 -3.055
42 H 6.303 -1.557 -0.377
43 H 7.076 -0.052 -0.892
44 H 7.464 -1.592 -1.701
45 H 3.064 -3.461 -4.002
46 H 3.055 -4.843 -2.865
47 H 4.550 -4.446 -3.761
48 O -7.336 -1.332 4.580
49 S -6.119 -0.778 5.139
50 O -5.109 -1.612 5.755
51 O -6.510 0.422 6.170
52 C -7.409 0.141 7.233
53 C -6.729 -0.632 8.348
54 C -5.336 0.229 3.906
55 H -8.293 -0.390 6.864
56 H -7.752 1.105 7.626
57 H -6.449 -1.636 8.017
58 H -7.394 -0.734 9.210
59 H -5.810 -0.128 8.664
60 H -6.080 0.893 3.464
61 H -4.922 -0.433 3.142
62 H -4.533 0.801 4.376
63 O 3.890 -3.058 -7.073
64 S 5.050 -3.798 -7.528
65 O 5.881 -4.558 -6.619
66 O 6.001 -2.805 -8.402
67 C 6.443 -1.590 -7.813
68 C 7.562 -1.831 -6.817
69 C 4.556 -4.865 -8.857
70 H 5.607 -1.058 -7.349
71 H 6.818 -0.958 -8.625
72 H 7.203 -2.388 -5.947
73 H 7.976 -0.882 -6.463
74 H 8.364 -2.422 -7.271
75 H 3.964 -4.292 -9.572
76 H 3.955 -5.673 -8.435
77 H 5.450 -5.276 -9.331
78 O -5.155 5.332 6.774
79 S -3.802 5.186 7.270
80 O -2.675 5.004 6.381
81 O -3.775 4.010 8.397
82 C -4.271 2.724 8.053
83 C -3.283 1.959 7.193
84 C -3.445 6.545 8.353
85 H -5.247 2.803 7.562
86 H -4.425 2.178 8.991
87 H -3.169 2.428 6.212
88 H -3.620 0.930 7.037
89 H -2.293 1.943 7.660
90 H -4.270 6.665 9.057
91 H -3.340 7.445 7.742
92 H -2.510 6.342 8.878
93 O 6.275 2.115 -3.185
94 S 6.522 3.342 -2.456
95 O 6.364 3.428 -1.020
96 O 5.675 4.549 -3.150
97 C 4.272 4.394 -3.309
98 C 3.538 4.596 -1.997
99 C 8.142 3.934 -2.875
100 H 4.037 3.419 -3.749
101 H 3.944 5.158 -4.023
102 H 3.775 3.800 -1.286
103 H 2.455 4.595 -2.155
104 H 3.830 5.543 -1.531
105 H 8.258 3.915 -3.960
106 H 8.874 3.271 -2.407
107 H 8.259 4.948 -2.487

The spin multiplicity is 1. The value obtained for the electronic energy is -130313.2916 eV. The largest force on an atom comes out at 8.4 eV Å⁻¹. Its total charge is +1. The calculation puts the HOMO energy at -11.2 eV. The lowest unoccupied orbital energy comes out at -3.512 eV.

Löwdin atomic charge list, values in e, 4 entries:
1. C -0.152
2. C -0.610
3. Cl 0.552
4. C -0.162

4.
This record from the OMol25 dataset describes 2 unconnected molecules or ions with the total composition C28H56F3NO4. The level of theory is ωB97M-V with the def2-TZVPD basis set.

Cartesian coordinates (Å):
1 C -5.492 3.238 -3.696
2 C -6.539 2.115 -3.873
3 C -6.047 0.727 -3.420
4 C -5.260 -0.037 -4.496
5 C -3.784 0.354 -4.672
6 C -2.905 0.224 -3.421
7 C -2.471 -1.226 -3.149
8 C -1.337 -1.730 -4.070
9 C 0.007 -1.893 -3.350
10 C 0.797 -0.576 -3.196
11 C 1.477 -0.440 -1.827
12 C 2.531 0.686 -1.758
13 C 2.328 1.678 -0.603
14 C 1.601 2.991 -0.986
15 C 2.224 4.270 -0.396
16 C 1.666 4.655 0.975
17 C 1.789 3.541 2.012
18 C 1.183 3.902 3.363
19 C 1.116 2.733 4.348
20 C 2.442 1.963 4.540
21 C 2.529 0.530 3.993
22 N 1.504 0.237 2.944
23 C 1.640 -1.138 2.339
24 C 3.083 -1.564 2.078
25 O 4.004 -1.128 3.072
26 C 3.879 0.236 3.327
27 O 3.896 1.021 2.150
28 H -5.321 3.789 -4.624
29 H -4.532 2.837 -3.360
30 H -5.819 3.958 -2.943
31 H -7.418 2.367 -3.275
32 H -6.852 2.054 -4.919
33 H -6.906 0.124 -3.111
34 H -5.445 0.871 -2.518
35 H -5.759 0.160 -5.452
36 H -5.335 -1.115 -4.320
37 H -3.702 1.357 -5.103
38 H -3.364 -0.324 -5.427
39 H -2.012 0.847 -3.558
40 H -3.413 0.621 -2.539
41 H -3.351 -1.861 -3.282
42 H -2.147 -1.302 -2.108
43 H -1.625 -2.694 -4.499
44 H -1.211 -1.033 -4.909
45 H 0.628 -2.601 -3.907
46 H -0.156 -2.340 -2.362
47 H 1.581 -0.545 -3.960
48 H 0.139 0.284 -3.351
49 H 1.930 -1.402 -1.572
50 H 0.691 -0.245 -1.086
51 H 3.512 0.220 -1.629
52 H 2.558 1.222 -2.711
53 H 1.762 1.168 0.192
54 H 3.287 1.944 -0.143
55 H 0.548 2.950 -0.679
56 H 1.602 3.074 -2.078
57 H 3.310 4.136 -0.312
58 H 2.064 5.105 -1.084
59 H 0.620 4.966 0.876
60 H 2.214 5.535 1.338
61 H 2.846 3.274 2.114
62 H 1.256 2.663 1.617
63 H 1.718 4.740 3.824
64 H 0.158 4.247 3.189
65 H 0.849 3.139 5.327
66 H 0.276 2.088 4.073
67 H 3.283 2.529 4.128
68 H 2.623 1.896 5.616
69 H 2.424 -0.231 4.770
70 H 0.584 0.266 3.379
71 H 1.514 0.963 2.225
72 H 1.104 -1.124 1.389
73 H 1.126 -1.839 2.993
74 H 3.430 -1.281 1.080
75 H 3.067 -2.652 2.112
76 H 4.693 0.535 3.992
77 H 4.751 0.936 1.728
78 C 2.168 -5.041 2.709
79 C 1.428 -6.274 2.222
80 O 0.284 -6.582 2.974
81 C -0.931 -5.771 2.696
82 O -1.142 -5.452 1.469
83 C -0.980 -4.495 3.617
84 F -0.456 -4.644 4.865
85 F -2.264 -4.134 3.806
86 F -0.387 -3.365 3.122
87 H 2.238 -5.016 3.798
88 H 3.181 -5.013 2.290
89 H 1.651 -4.144 2.377
90 H 2.087 -7.144 2.303
91 H 1.164 -6.163 1.165
92 H -1.682 -6.413 3.218

The spin multiplicity is 1. The value obtained for the electronic energy is -47774.1108 eV. The largest force on an atom comes out at 0.6 eV Å⁻¹. The calculation puts the HOMO energy at -6.0 eV. The lowest unoccupied orbital energy comes out at -0.528 eV.

Löwdin atomic charge list, values in e, 4 entries:
1. C -0.104
2. C -0.247
3. C -0.222
4. C -0.203

For the records above, the corresponding orbital gap values read 9.51; 6.90; 7.70; 5.47 eV.